(1)
ORCA calculation (the ωB97M-V functional and the def2-TZVPD basis) on 2 unconnected molecules or ions with the total composition C29H41F8N2O4SSi.

```
! RIJCOSX wB97M-V def2-TZVPD def2/J DEFGRID3
* xyz 1 1
C 0.95691 3.77277 -0.68831
C -0.54420 3.80010 -0.70181
O -1.19101 3.35765 0.21252
O -1.12691 4.43152 -1.73517
C -0.80078 4.02265 -3.08098
C -1.83140 3.11682 -3.73096
C -2.10527 1.74624 -3.07311
C -3.60050 1.58346 -2.74009
C -4.04863 0.12198 -2.51408
C -4.62481 -0.12842 -1.11643
C -3.66437 0.25254 0.00883
C -3.05109 -0.98074 0.69077
C -1.89080 -0.55475 1.52027
C -1.99017 0.10256 2.69607
N -0.71959 0.34919 3.14683
S -0.40922 1.23038 4.60055
C 0.15491 -0.15007 2.28537
C 1.65046 -0.04825 2.54507
F 1.94502 -0.82549 3.59147
F 1.96919 1.20933 2.84104
F 2.37735 -0.43592 1.51000
N -0.53795 -0.69428 1.26964
C 0.09303 -1.31295 0.06555
F 0.84876 -0.33975 -0.47814
F -0.88666 -1.55059 -0.81329
C 0.85065 -2.58612 0.37671
C 1.96504 -2.90027 -0.64287
Si 1.65727 -4.37154 -1.78887
C 3.11897 -4.47018 -2.95773
C 0.10931 -4.16343 -2.84091
C 1.53478 -5.98843 -0.83939
C 1.15360 -6.10710 0.49282
C 1.05296 -7.33622 1.10522
C 1.33085 -8.49087 0.40880
C 1.73528 -8.40039 -0.90862
C 1.83246 -7.16646 -1.51513
H 1.38438 4.76624 -0.77229
H 1.27796 3.26343 0.20552
H 1.32601 3.19833 -1.53228
H 0.19230 3.58704 -3.12611
H -0.75092 4.93628 -3.66356
H -2.77203 3.65206 -3.80575
H -1.45488 2.95173 -4.73682
H -1.84692 0.95000 -3.76667
H -1.49626 1.59485 -2.18358
H -4.15875 2.02838 -3.55669
H -3.80231 2.16130 -1.84173
H -3.22022 -0.56185 -2.69646
H -4.81942 -0.12442 -3.23946
H -4.91924 -1.17120 -1.01538
H -5.53638 0.45305 -1.01480
H -2.88819 0.92305 -0.32534
H -4.22731 0.77553 0.77765
H -2.82688 -1.76446 -0.01460
H -3.79143 -1.38969 1.37231
H -2.87926 0.42461 3.19611
H -0.86408 0.31742 5.47602
H 0.10000 -3.37180 0.37648
H 1.26726 -2.53249 1.37321
H 2.21376 -2.03729 -1.25381
H 2.86733 -3.13843 -0.08486
H 4.07160 -4.50860 -2.44039
H 3.09894 -3.57450 -3.57691
H 3.02815 -5.31212 -3.63538
H -0.41230 -5.11812 -2.84615
H -0.59940 -3.42610 -2.47648
H 0.36927 -3.95381 -3.87312
H 0.92271 -5.22669 1.07404
H 0.76008 -7.41614 2.13963
H 1.24076 -9.46122 0.86698
H 1.98418 -9.27916 -1.47885
H 2.15012 -7.12489 -2.54641
C 0.61642 4.81563 3.64555
C 2.07757 4.62022 3.30124
O 2.66761 5.82544 2.78557
C 2.96596 6.75393 3.68902
O 2.80781 6.67941 4.86898
C 3.60128 7.97210 2.98671
F 2.86318 8.34957 1.93866
F 4.82312 7.64757 2.54939
F 3.70101 8.98647 3.82964
H 0.06581 5.18444 2.77881
H 0.16758 3.87541 3.96583
H 0.49332 5.53882 4.44958
H 2.19268 3.89472 2.49782
H 2.65455 4.27100 4.15752
*
```

The value obtained for the HOMO-LUMO gap is 7.8 eV. The calculation puts the lowest unoccupied orbital energy at -3.56 eV.


(2)
ORCA calculation (the ωB97M-V functional and the def2-TZVPD basis) on a molecular structure, C29H42FGeN3O3Pt in a non-equilibrium geometry.

```
! RIJCOSX wB97M-V def2-TZVPD def2/J DEFGRID3
* xyz 4 5
Pt 10.44374 21.66254 9.81494
C 9.30459 20.22666 12.94892
C 8.65220 19.49540 11.76440
C 8.52332 20.61295 10.78754
C 8.40168 22.01443 11.48087
C 9.04429 21.63602 12.74789
H 9.86412 19.74434 13.81208
H 7.67094 19.09074 12.23111
H 8.07928 20.69498 9.86274
H 8.01050 23.02531 11.39076
H 9.21068 22.44867 13.48521
C 6.47248 13.76070 8.88754
C 7.34327 12.95882 9.82749
N 8.56364 13.63337 10.25020
C 8.29964 14.85214 10.78902
C 9.11188 15.94519 10.76326
C 8.74334 17.08969 11.65606
O 8.12397 17.07002 12.69281
O 9.39890 18.29629 11.24510
C 10.35309 15.95903 10.04328
O 10.90788 16.84276 9.51683
C 10.89746 14.57912 9.96801
C 12.26060 14.32456 9.69633
C 12.69920 13.03523 9.72146
F 14.03539 12.80552 9.72903
C 11.90958 11.87464 9.80842
C 10.48690 12.20201 10.09074
C 9.89185 13.40533 9.98533
N 12.24329 10.60174 9.59441
C 11.48605 9.39663 9.99164
C 12.51812 8.23259 10.28925
N 13.22655 7.78032 9.03804
C 13.46557 8.95461 8.07376
C 13.53612 10.22846 8.85920
H 5.68233 13.00422 8.58738
H 7.08390 13.90913 7.97602
H 6.06778 14.76965 9.00094
H 7.71775 12.09694 9.24091
H 6.93686 12.72186 10.78594
H 7.49093 14.84264 11.53240
H 12.74575 15.28435 9.72648
H 9.93837 11.27045 10.11245
H 10.64919 8.99608 9.32409
H 11.15181 9.68972 10.98340
H 12.01654 7.41527 10.75767
H 13.23664 8.60700 11.05125
H 12.83377 7.02053 8.46086
H 14.15257 7.45577 9.36640
H 12.70723 9.05371 7.37841
H 14.27383 8.67682 7.41667
H 13.72896 11.08902 8.24420
H 14.47015 10.13962 9.50457
C 15.45278 24.43660 6.93837
C 15.98788 23.71544 8.12365
C 14.80075 24.39862 9.42072
C 13.85582 23.47032 9.77071
Ge 12.05256 23.18899 9.03530
C 11.30548 24.35499 7.65180
C 10.28766 23.38072 6.71550
C 9.04601 24.29865 6.27871
C 8.31339 24.72257 7.42627
H 16.08768 23.53765 6.54971
H 15.85025 25.42728 6.65886
H 14.38116 24.23306 6.67331
H 16.70550 23.74449 8.68008
H 15.62614 22.66981 8.41052
H 14.60462 25.27521 8.84918
H 15.63352 24.44301 10.16751
H 13.76850 23.68408 10.83432
H 14.15203 22.54821 9.43699
H 11.39356 22.23828 10.93704
H 12.21018 24.58680 7.08144
H 10.94178 25.18311 8.10104
H 9.97268 22.58929 7.38731
H 10.58555 23.08597 5.74643
H 8.30628 23.76606 5.58528
H 9.55970 25.17785 5.79862
H 8.45649 23.82907 8.24780
H 7.18669 24.97437 7.51731
H 8.58358 25.66577 7.80206
*
```

The value obtained for the HOMO-LUMO gap (spin up / spin down) is 5.1 / 5.2 eV. The energy above the lowest of the compared OMol25 structures with the same formula, charge and spin is 10.817 eV. The calculation puts the lowest unoccupied orbital energy (spin up / spin down) at -9.94 / -12.25 eV.